(1)
Computed, not measured: an isolated molecule of H4S2Si2 in a non-equilibrium geometry, with ωB97M-V with the def2-TZVPD basis set.

Multiplicity   1
Max |F|   3.78 eV/Å
Highest occupied orbital energy   -9.23 eV
Orbital gap   8.99 eV
Energy relative to the best compared isomer or geometry (same formula, charge and spin)   114.03 kJ/mol
Structure (SMILES)   [SiH2]1S[SiH2]S1

Each line ends with the Mulliken charge.
Geometry (Å):
S  -1.072135  0.636832  -1.006201  -0.330
S  1.022359  -1.008448  0.770571  -0.313
Si  1.107454  0.925628  -0.120032  0.424
Si  -1.168547  -1.126687  0.098251  0.487
H  1.836690  1.419835  -1.372034  -0.063
H  1.219193  2.026354  0.959499  -0.061
H  -1.655579  -0.498833  1.254715  -0.047
H  -1.289435  -2.374682  -0.584770  -0.096

Cartesian forces (eV/Å) of the 3 atoms listed first:
S 1.236 1.182 -0.708
S -0.021 -0.269 -0.388
Si -2.205 0.435 -0.481



(2)
Computed, not measured: a cluster of 2 separate species, H4S4 in total in a non-equilibrium geometry, with ωB97M-V with the def2-TZVPD basis set.

Multiplicity   1
Max |F|   2.31 eV/Å
Highest occupied orbital energy   -8.89 eV
Orbital gap   8.73 eV
Energy relative to the best compared isomer or geometry (same formula, charge and spin)   51.00 kJ/mol
Structure (SMILES)   SS.SS

Each line ends with the Mulliken charge.
Geometry (Å):
S  -1.746869  1.010731  -0.480318  -0.133
S  -2.731114  -0.802571  0.290572  -0.192
S  2.107468  0.393555  1.006951  -0.145
S  2.358523  -0.682439  -0.723297  -0.196
H  1.820824  0.342230  -1.596292  0.176
H  3.226901  1.035657  0.964092  0.158
H  -1.926990  -1.716847  -0.442246  0.178
H  -2.928865  1.630554  -0.428071  0.156

Cartesian forces (eV/Å) of the 3 atoms listed first:
S -0.733 -1.363 0.683
S 1.797 -0.057 -1.274
S -1.255 -0.770 0.205



(3)
Computed, not measured: a structure of composition H4SSi in a non-equilibrium geometry, with ωB97M-V with the def2-TZVPD basis set.

Multiplicity   1
Max |F|   4.55 eV/Å
Highest occupied orbital energy   -8.83 eV
Orbital gap   8.43 eV
Energy relative to the best compared isomer or geometry (same formula, charge and spin)   178.20 kJ/mol

Each line ends with the Mulliken charge.
Geometry (Å):
S  1.899691  0.434290  -1.118120  -0.401
Si  -0.363510  -0.457116  0.111007  0.372
H  -1.068957  0.841211  -0.354085  -0.021
H  -0.200427  -0.611845  1.549394  -0.037
H  1.441006  1.153979  -2.035959  0.089
H  -0.537855  -1.853451  -0.611153  -0.002

Cartesian forces (eV/Å) of the 3 atoms listed first:
S -0.410 -2.768 3.593
Si 1.992 0.912 -3.150
H 0.013 -1.446 0.527